(1)
130
Properties=species:S:1:pos:R:3:lowdin_charge:R:1 method="wB97M-V/def2-TZVPD" relative_energy_kcal_mol=4.3 e_tot_ev=-135146.6741 orbital_gap_ev=7.9 e_lumo_ev=-7.17 multiplicity=1 total_charge=+3 e_homo_ev=-15.10
Y 0.51457 -0.45918 -0.69879 1.08
O -2.19891 -1.10925 -1.47352 -0.17
C -2.38400 -2.41827 -1.93956 -0.34
C -2.98361 -2.66774 -3.15575 0.00
C -3.06011 -3.98624 -3.59209 -0.03
C -2.54345 -5.01615 -2.81474 -0.04
C -1.93969 -4.74030 -1.59241 -0.04
C -1.85816 -3.42702 -1.14352 -0.29
P -0.95748 -2.83885 0.32174 1.06
C -0.22786 -4.32861 1.05049 -0.38
C -0.62939 -4.84227 2.28075 -0.09
C -0.02025 -5.98338 2.78920 -0.06
C 0.98779 -6.61579 2.07499 -0.05
C 1.39140 -6.10722 0.84675 -0.06
C 0.79027 -4.96665 0.33897 -0.13
C -2.24850 -2.24699 1.45957 -0.38
C -3.38978 -2.99100 1.75416 -0.08
C -4.36661 -2.46694 2.58690 -0.04
C -4.21988 -1.19159 3.12236 -0.04
C -3.09423 -0.43688 2.82700 -0.06
C -2.11668 -0.96589 1.99494 -0.13
C -3.35425 -0.40714 -1.08383 -0.27
C -4.56713 -1.03423 -0.87288 0.00
C -5.66435 -0.25886 -0.52341 -0.03
C -5.55044 1.11895 -0.40260 -0.04
C -4.32189 1.72686 -0.60742 -0.06
C -3.20278 0.96181 -0.92362 -0.28
P -1.54346 1.60736 -1.27687 1.08
C -1.71074 1.99551 -3.05366 -0.34
C -1.46536 0.97029 -3.96786 -0.13
C -1.70393 1.15677 -5.32224 -0.07
C -2.18744 2.37706 -5.77563 -0.05
C -2.44752 3.39693 -4.87074 -0.04
C -2.22007 3.20768 -3.51458 -0.07
C -1.40871 3.20009 -0.41702 -0.38
C -0.61534 4.22200 -0.93594 -0.12
C -0.52484 5.44233 -0.28163 -0.05
C -1.22601 5.65419 0.89746 -0.06
C -1.98396 4.62761 1.44525 -0.07
C -2.06549 3.40030 0.80104 -0.10
H -3.39547 -1.85266 -3.73898 0.14
H -3.52846 -4.20837 -4.54122 0.12
H -2.61113 -6.03884 -3.15907 0.12
H -1.53387 -5.54510 -0.99368 0.12
H -1.42699 -4.36871 2.83895 0.10
H -0.35097 -6.39178 3.73542 0.12
H 1.44756 -7.51331 2.46641 0.12
H 2.16444 -6.61066 0.28105 0.12
H 1.09991 -4.57830 -0.62517 0.09
H -3.51433 -3.98029 1.32830 0.12
H -5.24667 -3.05222 2.81743 0.12
H -4.98831 -0.78589 3.76647 0.12
H -2.98259 0.55858 3.23844 0.11
H -1.24646 -0.35121 1.75200 0.04
H -4.66963 -2.10349 -0.99504 0.13
H -6.62002 -0.73950 -0.36378 0.12
H -6.41647 1.71748 -0.15754 0.12
H -4.23480 2.80212 -0.52778 0.11
H -1.11988 0.00350 -3.61434 0.08
H -1.52633 0.34958 -6.02220 0.12
H -2.37644 2.52785 -6.82984 0.12
H -2.84495 4.34088 -5.21854 0.12
H -2.45067 4.00438 -2.81951 0.11
H -0.10135 4.08815 -1.88127 0.10
H 0.07308 6.23790 -0.70614 0.12
H -1.18469 6.61884 1.38521 0.12
H -2.52645 4.78721 2.36757 0.12
H -2.66765 2.61029 1.23163 0.10
I 0.85057 -4.65768 -5.54875 0.96
C 1.44273 -3.68218 -3.83117 -0.76
C 2.62369 -3.82301 -3.13211 -0.12
N 2.57879 -2.96267 -2.10483 -0.01
N 1.42839 -2.26975 -2.07611 -0.11
C 0.73716 -2.70198 -3.13710 -0.22
H 3.47451 -4.46191 -3.30174 0.14
H 3.23563 -2.87024 -1.34434 0.09
H -0.24861 -2.32065 -3.36402 0.10
C 0.92255 -2.62224 4.54005 -0.03
N 1.17127 -2.13345 3.19023 -0.02
C 2.19358 -2.50928 2.43964 -0.80
N 3.06778 -3.37279 2.94481 0.16
S 2.46292 -1.92797 0.83776 0.60
H 0.02393 -2.14186 4.91706 0.10
H 1.74998 -2.36589 5.20332 0.10
H 0.76483 -3.70215 4.53623 0.08
H 0.51162 -1.49377 2.78653 0.05
H 2.96190 -3.76727 3.86558 0.12
H 3.84894 -3.67101 2.38636 0.12
C 4.57717 0.41197 -1.00937 -0.19
Si 4.63075 1.86680 0.16729 0.42
C 3.75056 3.31737 -0.64345 -0.18
C 6.36097 2.34107 0.62575 -0.16
C 3.74642 1.27554 1.73834 -0.53
Te 1.61059 1.24055 1.76016 1.20
C 1.33420 3.34783 1.99336 -0.52
Si 1.04386 3.77666 3.82873 0.40
C 0.95461 5.62527 3.98982 -0.16
C 2.48215 3.10662 4.81472 -0.18
C -0.55050 2.95431 4.36815 -0.17
H 5.07958 0.63533 -1.95241 0.03
H 3.54604 0.13052 -1.24843 -0.02
H 5.06607 -0.45966 -0.56725 0.04
H 4.14489 3.43823 -1.65609 0.04
H 3.93133 4.25760 -0.11997 0.05
H 2.66581 3.15940 -0.68203 0.00
H 6.94055 2.61544 -0.25784 0.05
H 6.88756 1.52688 1.12700 0.05
H 6.35855 3.20040 1.29930 0.05
H 4.02357 1.82301 2.63886 0.01
H 4.01903 0.22980 1.89229 -0.02
H 0.51706 3.65223 1.34570 -0.04
H 2.24762 3.81570 1.62178 0.01
H 1.89528 6.09725 3.69986 0.05
H 0.75053 5.90795 5.02454 0.05
H 0.16066 6.04542 3.37008 0.02
H 3.43112 3.53845 4.48827 0.04
H 2.55696 2.01725 4.76130 0.02
H 2.35941 3.36617 5.86829 0.05
H -1.41978 3.56302 4.11342 0.02
H -0.55719 2.81493 5.45092 0.04
H -0.67966 1.96776 3.91165 0.00
N 2.07738 2.45146 -3.57309 0.26
C 1.67598 1.19778 -3.53016 -0.61
O 1.31440 0.69159 -2.43527 -0.22
C 1.68735 0.40603 -4.79221 -0.55
I 3.63450 -0.43776 -5.05118 0.95
H 2.17908 2.98477 -2.72123 0.10
H 2.40159 2.86195 -4.43536 0.15
H 1.47262 1.02796 -5.65706 0.07
H 0.98704 -0.41881 -4.74062 0.03

(2)
17
Properties=species:S:1:pos:R:3:nbo_charge:R:1 method="wB97M-V/def2-TZVPD" relative_energy_kcal_mol=12.9 e_tot_ev=-6845.4728 s_squared=0.763 orbital_gap_ev="10.7 / 9.5" e_lumo_ev="-3.30 / -6.61" multiplicity=2 total_charge=+1 e_homo_ev="-14.00 / -16.15"
C 2.45367 0.13755 -0.28534 -0.44
N 1.11249 0.05824 -0.88408 -0.41
C -0.00944 0.03962 -0.14831 0.28
C -1.24385 0.15321 -0.80211 0.03
C -2.55479 -0.02084 -0.15077 -0.72
C 0.12204 -0.12958 1.33285 -0.69
H 2.80515 -0.78459 0.17982 0.23
H 2.48717 0.91136 0.47431 0.23
H 3.08515 0.42730 -1.12315 0.24
H 1.15384 -0.37324 -1.79338 0.43
H -1.22825 0.24346 -1.87812 0.22
H -2.58072 -0.83624 0.57174 0.25
H -3.31892 -0.23240 -0.89990 0.26
H -3.00146 0.87824 0.29518 0.28
H -0.77706 -0.05859 1.92676 0.27
H 0.72577 -1.04066 1.39641 0.26
H 0.76922 0.62717 1.78810 0.27

(3)
101
Properties=species:S:1:pos:R:3:lowdin_charge:R:1 method="wB97M-V/def2-TZVPD" relative_energy_kcal_mol=19.8 e_tot_ev=-130745.7139 orbital_gap_ev=8.3 e_lumo_ev=-3.72 multiplicity=1 total_charge=+1 e_homo_ev=-12.03
C -0.52918 -2.41939 -0.35265 -0.05
C -1.08583 -2.16258 -1.72526 -0.18
O -2.26845 -2.97824 -2.01031 -0.01
N -3.19612 -2.91127 -1.02545 -0.11
N -3.66320 -1.80458 -0.44345 0.22
C -4.59714 -2.19893 0.44344 -0.32
N -5.35114 -1.42647 1.25187 -0.05
N -6.31081 -1.93950 2.11358 0.02
C -7.33806 -2.72775 1.42952 -0.41
C -7.54057 -4.14281 1.90125 0.02
O -7.98524 -2.22703 0.54411 0.13
C -5.79799 -2.49553 3.36922 -0.42
C -4.53738 -3.31969 3.45568 0.02
O -6.44192 -2.26489 4.36115 0.15
P -5.25286 0.33282 1.24497 0.51
N -6.55936 0.87028 1.80388 -0.10
O -4.04798 0.74769 2.20835 -0.09
O -4.99182 0.85083 -0.27448 -0.11
N -4.66046 -3.51089 0.39477 0.18
C -3.79070 -3.96004 -0.51143 -0.30
P -3.44442 -5.74715 -0.93910 0.84
N -4.13479 -6.63483 0.32077 -0.13
O -4.42582 -6.03934 -2.19893 -0.26
H -0.38136 -3.47893 -0.19004 0.09
H 0.38637 -1.85110 -0.26927 0.08
H -1.19387 -2.07083 0.43076 0.07
H -1.38847 -1.12894 -1.86156 0.10
H -0.37896 -2.38212 -2.50660 0.13
H -3.33623 -0.88518 -0.67224 0.16
H -7.90433 -4.16542 2.92153 0.10
H -8.27174 -4.57097 1.23764 0.09
H -6.62064 -4.70537 1.83225 0.05
H -4.59096 -4.16043 2.77846 0.05
H -4.43632 -3.71160 4.45182 0.09
H -3.67901 -2.72998 3.15617 0.08
H -7.01330 1.44656 1.10834 0.01
H -3.18224 0.80772 1.78368 0.08
H -4.05822 1.07265 -0.38438 0.07
H -3.45166 -6.69497 1.07159 0.01
H -4.97796 -6.18843 0.66974 0.03
H -5.29049 -5.62734 -2.08635 0.06
O 1.03822 0.04691 -1.85857 -0.30
S 1.55144 0.48704 -3.13043 0.56
O 2.16120 -0.43757 -4.02793 -0.26
O 2.50530 1.71986 -2.89862 -0.25
C 3.59964 1.56789 -1.95494 -0.23
C 4.75356 0.77774 -2.53884 -0.06
C 0.28337 1.35679 -3.99025 -0.12
H 3.23739 1.11678 -1.03041 0.12
H 3.92730 2.57578 -1.71145 0.11
H 4.47854 -0.26290 -2.70874 0.07
H 5.60251 0.79742 -1.85664 0.09
H 5.05730 1.19430 -3.49858 0.09
H -0.16237 2.08592 -3.31924 0.07
H -0.45846 0.62630 -4.30708 0.07
H 0.72193 1.84233 -4.85724 0.08
O 2.25557 4.26636 0.97907 -0.28
S 2.43521 5.22225 -0.07084 0.56
O 3.47782 5.05912 -1.03725 -0.28
O 2.51585 6.67320 0.54955 -0.26
C 3.48657 6.91665 1.59703 -0.24
C 4.89147 7.07092 1.05414 -0.07
C 0.90934 5.43989 -0.92211 -0.12
H 3.43174 6.12589 2.34645 0.12
H 3.17271 7.83895 2.08013 0.12
H 5.25714 6.12999 0.64244 0.07
H 5.57388 7.38215 1.84410 0.09
H 4.91732 7.80819 0.25203 0.07
H 0.12055 5.60006 -0.19274 0.08
H 0.72523 4.53176 -1.49218 0.06
H 1.00066 6.29079 -1.59149 0.08
O 6.50089 9.40576 -1.25126 -0.28
S 7.61061 8.91803 -2.01337 0.56
O 8.89025 8.72138 -1.41250 -0.27
O 7.77336 9.81399 -3.31458 -0.26
C 7.88912 11.24287 -3.14191 -0.25
C 9.27286 11.65774 -2.68274 -0.07
C 7.13654 7.43281 -2.83113 -0.12
H 7.11847 11.59837 -2.45640 0.11
H 7.67806 11.67399 -4.11824 0.12
H 9.47469 11.30885 -1.67094 0.07
H 9.36174 12.74391 -2.69217 0.08
H 10.03649 11.23224 -3.33308 0.09
H 6.18064 7.59096 -3.32202 0.07
H 7.05090 6.65832 -2.07229 0.07
H 7.90697 7.16990 -3.55062 0.08
O -3.58089 -10.16967 3.85907 -0.26
S -2.51253 -9.22455 3.83652 0.56
O -2.55339 -8.10748 2.93698 -0.31
O -1.14180 -9.99366 3.64051 -0.26
C -1.02711 -10.90732 2.52574 -0.24
C -0.80952 -10.18855 1.20914 -0.07
C -2.20569 -8.63648 5.46572 -0.12
H -1.90279 -11.55601 2.48552 0.12
H -0.16870 -11.53580 2.75076 0.12
H -1.69214 -9.61913 0.91925 0.07
H -0.59551 -10.90813 0.41964 0.08
H 0.02182 -9.48792 1.28729 0.08
H -2.13700 -9.48749 6.13661 0.08
H -3.04181 -7.99922 5.74420 0.08
H -1.28184 -8.06451 5.46386 0.08

(4)
82
Properties=species:S:1:pos:R:3:lowdin_charge:R:1 method="wB97M-V/def2-TZVPD" e_tot_ev=-872227.0942 orbital_gap_ev=9.5 e_lumo_ev=0.13 multiplicity=1 total_charge=0 e_homo_ev=-9.38 smiles="CCOC(C)=O.CC(C)=O.CC(C)=O.BrCCBr.BrCCBr.BrCCBr.BrCCBr.BrCCBr.BrCCBr"
C -6.67193 3.46366 0.11051 -0.05
C -5.26389 3.45782 -0.51724 -0.23
O -5.24899 2.65251 -1.64118 0.02
C -4.12995 2.35526 -2.18437 -0.61
C -4.29410 1.42340 -3.34785 0.03
O -3.04932 2.78129 -1.87501 0.07
H -7.41713 3.74158 -0.63484 0.07
H -6.67725 4.24604 0.86942 0.08
H -6.94012 2.46573 0.45736 0.08
H -5.08095 4.45911 -0.90719 0.13
H -4.53427 3.20305 0.25141 0.13
H -4.49732 2.02532 -4.23356 0.09
H -5.17061 0.81340 -3.12940 0.08
H -3.41491 0.78648 -3.44507 0.09
C -2.61527 -1.53749 3.40856 -0.07
C -3.01742 -0.65709 4.59897 -0.46
C -3.56539 0.73689 4.39578 -0.02
O -2.82826 -1.10022 5.72109 0.05
H -3.25592 -1.29217 2.56151 0.01
H -2.74913 -2.61121 3.54013 0.07
H -1.64387 -1.34040 2.95509 0.02
H -2.85771 1.31853 3.80503 0.04
H -3.77468 1.13481 5.38873 0.08
H -4.50371 0.82104 3.84754 0.08
C 4.85713 -3.88597 0.29295 -0.01
C 4.57029 -2.40227 0.08216 -0.45
C 5.78041 -1.48240 -0.02837 -0.03
O 3.44080 -1.91765 -0.01178 -0.02
H 3.86564 -4.33852 0.30890 0.05
H 5.34232 -4.19469 1.21890 0.09
H 5.30332 -4.42646 -0.54184 0.09
H 5.58325 -0.53334 -0.52688 0.08
H 6.59012 -1.96341 -0.57710 0.08
H 6.25849 -1.24932 0.92306 0.07
Br 2.43976 2.15718 4.22098 0.59
C 3.71411 1.33815 2.97877 -0.66
C 4.05679 -0.16976 3.33610 -0.61
Br 2.38029 -1.20871 3.44430 0.62
H 4.61639 1.94857 2.94138 0.05
H 3.29586 1.34058 1.97221 0.03
H 4.60425 -0.26722 4.27359 0.05
H 4.76358 -0.65388 2.66217 0.03
Br 0.84902 -3.50734 -1.27815 0.58
C 0.10170 -3.52307 0.58208 -0.62
C 1.15828 -4.09641 1.60987 -0.64
Br 0.33831 -4.19777 3.42988 0.57
H -0.85321 -4.03655 0.46983 0.03
H -0.15694 -2.48538 0.79278 0.02
H 2.08746 -3.53083 1.67943 -0.01
H 1.38108 -5.12432 1.32378 0.04
Br -3.09074 -1.51525 -0.38080 0.67
C -4.54934 -2.73592 -0.97859 -0.64
C -3.89839 -3.86705 -1.80207 -0.64
Br -5.33376 -5.25416 -2.12346 0.56
H -5.25731 -2.23597 -1.63960 0.05
H -5.08892 -3.15212 -0.12787 0.05
H -2.99259 -4.28822 -1.36590 0.04
H -3.55607 -3.46436 -2.75536 0.06
Br -0.19139 4.78691 -0.79172 0.61
C 1.78934 4.83444 -0.42770 -0.66
C 1.94548 4.92697 1.11526 -0.68
Br 3.86671 5.17114 1.36737 0.62
H 2.29504 5.66951 -0.91248 0.05
H 2.28291 3.93405 -0.79349 0.03
H 1.65311 4.02654 1.65547 0.02
H 1.43620 5.80743 1.50709 0.05
Br 3.02436 -2.10771 -4.86040 0.55
C 4.20609 -0.51372 -4.91106 -0.68
C 3.75359 0.50769 -5.96014 -0.63
Br 3.88357 -0.22817 -7.84452 0.52
H 5.22578 -0.85546 -5.08869 0.05
H 4.19595 0.03134 -3.96718 0.00
H 4.38774 1.39283 -5.91055 0.06
H 2.73333 0.82627 -5.74642 0.05
Br 2.08075 0.76539 -2.17877 0.61
C 1.26095 1.13456 -0.34773 -0.59
C -0.20295 0.72436 -0.34756 -0.66
Br -1.15741 1.08200 1.35834 0.62
H 1.45869 2.12063 0.07257 0.02
H 1.76989 0.47513 0.35530 0.03
H -0.45268 -0.29820 -0.63060 0.00
H -0.64417 1.36224 -1.11341 0.03